ORCA calculation (ωB97M-V/def2-TZVPD) on a structure of composition C53H38BaBrF9N5O3S3Sb in a non-equilibrium geometry.

```
114
Properties=species:S:1:pos:R:3
Ba 1.13725 0.05811 0.51597
C 6.72809 1.96532 -0.03958
C 5.40725 1.32195 -0.42698
N 4.44131 1.29445 0.50064
N 4.69166 1.88048 1.68862
C 3.70164 2.19179 2.52151
S 2.72716 3.58084 2.22624
S 2.81942 1.20442 3.73073
C 4.18510 0.21910 4.56251
C 3.64312 -0.87284 5.41937
C 3.10987 -2.03678 4.86878
C 2.70288 -3.05143 5.73546
C 3.13242 -3.07836 7.05909
C 3.69139 -1.96198 7.65084
C 3.81409 -0.81326 6.80797
C 5.03686 0.77304 -1.73180
C 6.02298 0.56576 -2.70371
C 5.78060 0.43704 -4.06305
C 4.50944 0.07699 -4.44115
C 3.48258 0.19612 -3.50198
C 3.66072 0.58143 -2.16901
O 2.61613 0.56065 -1.43732
H 7.35365 2.18071 -0.88838
H 7.25907 1.14915 0.49980
H 6.53742 2.74748 0.66782
H 4.75009 0.88219 5.16175
H 4.81605 -0.21307 3.72403
H 2.93666 -2.21155 3.79841
H 2.21893 -3.93984 5.27959
H 2.91764 -3.96821 7.67716
H 3.91735 -1.91681 8.73000
H 4.10358 0.14877 7.25966
H 7.06083 0.53291 -2.36643
H 6.57721 0.49582 -4.74782
H 4.34143 -0.25464 -5.46895
H 2.42292 -0.08891 -3.69257
Br -5.07109 -10.12497 -0.35242
C -4.62253 -8.22847 -0.39048
C -4.25074 -7.59275 0.78612
C -4.09660 -6.27332 0.85841
C -4.34531 -5.46952 -0.33576
C -4.43723 -6.19160 -1.57415
C -4.75525 -7.52950 -1.62832
N -4.54603 -4.09019 -0.16499
N -4.17616 -3.62717 1.02283
C -4.01261 -2.29249 1.21572
C -4.50503 -1.36313 0.25236
C -3.62780 -0.43090 -0.19816
C -2.37012 -0.20369 0.43651
O -1.47780 0.58002 -0.03932
C -1.98858 -0.98230 1.57170
N -0.88437 -0.60542 2.25577
C -0.63897 -1.18124 3.42616
C -1.51421 -2.08262 4.05755
C -2.65648 -2.45137 3.36662
C -2.96800 -1.87264 2.10856
H -4.20744 -8.22950 1.69209
H -3.88341 -5.72502 1.77773
H -4.30469 -5.59319 -2.44723
H -5.14636 -8.05609 -2.50112
H -5.41931 -1.69288 -0.24808
H -3.83728 0.14939 -1.11848
H 0.18615 -0.81290 3.97037
H -1.13919 -2.66373 4.91095
H -3.33585 -3.17426 3.80536
S 0.87302 2.92439 1.88685
Sb -2.16864 4.11761 -1.32892
C -1.34868 3.11912 -3.18709
C -1.08385 3.75652 -4.35949
C -0.73327 2.98246 -5.47861
C -0.71610 1.58657 -5.39375
C -1.06423 0.96087 -4.20461
C -1.39429 1.72574 -3.07117
C -0.87249 5.74194 -1.65216
C -1.33714 7.04083 -1.58616
C -0.51389 8.09781 -2.09247
C 0.75625 7.81076 -2.53382
C 1.26356 6.53374 -2.49521
C 0.40753 5.50442 -2.12413
C -4.22416 4.53716 -1.96719
C -5.26553 3.70736 -1.50474
C -6.53024 4.20699 -1.22828
C -6.85043 5.50809 -1.58755
C -5.86654 6.36480 -2.03979
C -4.55813 5.85344 -2.22701
H -1.07578 4.84361 -4.32308
H -0.35605 3.47549 -6.37337
H -0.50526 0.98056 -6.27126
H -0.96844 -0.12245 -4.02238
H -1.59716 1.26694 -2.14581
H -2.32938 7.31888 -1.18245
H -0.87059 9.13249 -2.07743
H 1.37516 8.62237 -2.85446
H 2.32511 6.36222 -2.65910
H 0.72569 4.46384 -2.23860
H -5.01396 2.67184 -1.20284
H -7.27815 3.57955 -0.75015
H -7.84045 5.91898 -1.41334
H -6.13052 7.43350 -2.14103
H -3.78293 6.48050 -2.65590
F 1.90218 -4.99417 2.46024
C 0.84168 -4.78104 1.60496
F 0.42481 -5.96996 1.04182
F -0.22483 -4.38537 2.32028
C 1.23717 -3.56083 0.56582
O 1.10000 -2.28438 1.00811
C 2.79928 -3.89548 0.24175
F 2.95564 -5.09043 -0.39756
F 3.16419 -2.82465 -0.56048
F 3.62473 -3.91876 1.26427
C 0.33337 -3.88789 -0.67363
F -0.98180 -3.98123 -0.34473
F 0.45385 -2.77718 -1.53194
F 0.69723 -4.98290 -1.43591
```

Properties
Highest occupied orbital energy   -2.0 eV
Frontier orbital gap   5.17 eV
ΔE to the lowest compared entry with this formula, charge and spin   3.564 eV
Net charge   -2
M   1399.1 g mol⁻¹
LUMO   3.21 eV

Atom charges from the Löwdin analysis, given in e for atoms 1 to 99:
1. Ba 1.81
2. C -0.05
3. C -0.26
4. N 0.04
5. N -0.12
6. C -1.01
7. S 0.27
8. S 0.78
9. C -0.39
10. C -0.32
11. C -0.04
12. C -0.09
13. C -0.13
14. C -0.09
15. C -0.05
16. C -0.11
17. C -0.09
18. C -0.16
19. C -0.13
20. C -0.05
21. C -0.43
22. O -0.39
23. H 0.05
24. H 0.09
25. H 0.05
26. H 0.05
27. H 0.11
28. H 0.12
29. H 0.11
30. H 0.10
31. H 0.10
32. H 0.11
33. H 0.10
34. H 0.06
35. H 0.09
36. H 0.11
37. Br 0.60
38. C -0.66
39. C -0.19
40. C -0.05
41. C -0.23
42. C -0.05
43. C -0.14
44. N 0.03
45. N 0.05
46. C -0.28
47. C -0.02
48. C -0.01
49. C -0.35
50. O -0.22
51. C -0.17
52. N 0.00
53. C -0.13
54. C -0.05
55. C -0.01
56. C -0.08
57. H 0.10
58. H 0.10
59. H 0.09
60. H 0.09
61. H 0.11
62. H 0.11
63. H 0.08
64. H 0.11
65. H 0.11
66. S -0.17
67. Sb 1.55
68. C -0.35
69. C -0.14
70. C -0.09
71. C -0.10
72. C -0.08
73. C -0.12
74. C -0.45
75. C -0.14
76. C -0.09
77. C -0.13
78. C -0.08
79. C -0.14
80. C -0.38
81. C -0.14
82. C -0.10
83. C -0.13
84. C -0.10
85. C -0.16
86. H 0.10
87. H 0.09
88. H 0.09
89. H 0.11
90. H 0.03
91. H 0.09
92. H 0.09
93. H 0.09
94. H 0.11
95. H 0.11
96. H 0.09
97. H 0.10
98. H 0.09
99. H 0.10